1.
DFT (ωB97M-V/def2-TZVPD) results for 6 unconnected molecules or ions with the total composition C20H56N4O8 in a non-equilibrium geometry.

XYZ file:
```
88
C20H56N4O8 ωB97M-V/def2-TZVPD
C -0.14432 5.32212 2.93187
C 0.59333 6.52185 2.32588
C 1.28549 6.10289 0.99049
O 2.24082 5.05607 1.11761
C 3.62979 5.46042 1.22163
N -0.25093 7.60243 1.88952
H -0.86958 4.91338 2.24174
H -0.74840 5.64400 3.83172
H 0.47249 4.52184 3.36069
H 1.41335 6.68659 2.99396
H 1.75861 6.99211 0.51811
H 0.55116 5.73225 0.27416
H 4.08995 5.07274 2.15327
H 3.71737 6.55116 1.27130
H 4.36605 5.06553 0.41053
H 0.34053 8.40336 1.63314
H -0.88893 7.95822 2.62036
C 2.39067 2.51577 -2.59606
C 1.55925 1.39728 -1.93968
C 1.58879 0.15667 -2.84878
O 0.71413 0.32103 -3.98256
C 0.88949 -0.53192 -5.10604
N 2.12597 1.09345 -0.57468
H 2.12110 2.90728 -3.56250
H 3.41169 2.13446 -2.49333
H 2.58313 3.26684 -1.88307
H 0.56612 1.70141 -1.73887
H 1.18278 -0.73699 -2.30428
H 2.61897 -0.03312 -3.23070
H 1.84867 -0.42889 -5.68118
H -0.01328 -0.24442 -5.75870
H 0.82700 -1.57866 -4.77495
H 2.30967 2.01903 -0.15223
H 2.97504 0.61019 -0.71984
C -3.07543 -2.84550 0.34949
C -3.84737 -2.57055 -0.90923
C -2.88594 -1.91549 -1.87651
O -1.92505 -2.87782 -2.23566
C -0.99463 -2.33195 -3.09048
N -4.48456 -3.72651 -1.45777
H -2.47646 -1.98537 0.66767
H -2.32941 -3.59327 0.08740
H -3.70595 -3.22758 1.24197
H -4.67100 -1.79439 -0.74441
H -2.30684 -1.07287 -1.47270
H -3.53106 -1.52728 -2.80098
H -0.08024 -2.91156 -3.23038
H -0.63767 -1.33582 -2.85102
H -1.42454 -2.26054 -4.13714
H -5.20856 -4.05637 -0.89289
H -3.84919 -4.49038 -1.33304
C -2.06733 1.80609 0.16911
C -1.80153 0.79694 1.31255
C -0.45284 1.16253 1.99992
O -0.16252 0.03209 2.79903
C 1.21319 -0.12072 3.28803
N -3.08886 0.69645 2.10185
H -1.28612 1.66679 -0.59836
H -2.11809 2.81908 0.52754
H -3.06346 1.51802 -0.29204
H -1.62497 -0.20750 0.82800
H -0.48118 2.09558 2.60473
H 0.32945 1.29156 1.25981
H 1.89772 0.02582 2.36319
H 1.16198 -1.13720 3.65113
H 1.38926 0.64418 3.99577
H -3.35496 1.59433 2.37679
H -3.00735 0.25238 2.98908
C -0.95743 -6.17798 0.74652
C 0.52179 -6.52039 0.85261
O 0.98807 -6.79989 -0.45622
O -1.39112 -5.69977 2.02855
H -1.44500 -7.14632 0.48570
H -1.10013 -5.38053 -0.00779
H 0.70937 -7.38969 1.50600
H 1.02644 -5.64289 1.36101
H 1.05405 -5.93698 -0.89544
H -2.14706 -5.10306 1.98265
C 2.05915 -3.39973 0.21954
C 1.32019 -2.31830 0.95255
O 0.84794 -1.32695 -0.02771
O 1.22038 -4.08917 -0.72062
H 2.38609 -4.16623 0.86205
H 2.98890 -3.01408 -0.23158
H 2.06584 -1.86260 1.57261
H 0.54770 -2.71907 1.56921
H 1.25763 -0.50816 0.15052
H 0.74273 -3.38774 -1.07919
```

- total charge = 0
- maximum force (eV/Å) = 3.78
- relative energy (zero: lowest compared OMol25 entry of this formula, charge and spin) (kJ/mol) = 687.3
- electronic energy (eV) = -43983.265
- highest occupied orbital energy (eV) = -9.3


2.
DFT (ωB97M-V/def2-TZVPD) results for 6 unconnected molecules or ions with the total composition C20H56N5O6 in a non-equilibrium geometry.

XYZ file:
```
87
C20H56N5O6 ωB97M-V/def2-TZVPD
O 0.30138 0.57925 -0.36957
H 0.95838 -0.00175 -0.18657
C 4.39038 0.36725 2.52643
C 3.09438 0.00825 1.84843
C 2.10638 -0.65975 2.67643
O 2.79938 -1.77175 3.32043
C 1.96838 -2.26575 4.42343
N 2.60638 1.20325 1.12643
H 5.05838 0.68725 1.77743
H 4.88338 -0.56575 2.64543
H 4.32738 0.91925 3.51343
H 3.33338 -0.60975 0.98343
H 1.30338 -1.12875 2.02443
H 1.63738 0.17625 3.34443
H 2.31838 -3.05075 5.01643
H 1.27038 -2.74675 3.78443
H 1.35238 -1.78975 5.00543
H 2.51438 1.76625 1.82143
H 1.75138 1.09425 0.63543
C 0.49538 5.43225 0.96143
C 0.79938 3.99325 0.97243
C 0.39638 3.44725 2.28143
O 1.13838 4.04625 3.29943
C 1.51338 3.18225 4.36343
N -0.01962 3.39925 -0.20257
H 0.15138 5.98225 0.02143
H 1.47638 6.23225 1.17243
H -0.12462 5.70525 1.69143
H 1.68838 4.01025 0.65143
H 0.37438 2.26925 2.35943
H -0.55662 3.95525 2.37243
H 1.96438 2.25425 3.94043
H 0.62138 2.83225 4.77543
H 2.00738 3.71125 5.20243
H 0.26838 2.54925 -0.17157
H -0.96662 3.28425 0.18843
C -3.97162 1.31625 2.26143
C -2.56562 0.79425 1.77243
C -2.55262 -0.74975 1.59743
O -2.93862 -1.33075 2.80243
C -2.53062 -2.74175 2.71843
N -2.11962 1.64125 0.60143
H -4.81262 1.37525 1.54843
H -3.61662 2.25625 2.44643
H -4.25462 0.78625 3.38043
H -1.90162 0.86625 2.65643
H -1.55062 -0.97075 1.44843
H -3.04362 -1.09575 0.80443
H -1.42862 -2.89175 2.82643
H -2.97762 -3.24575 1.90043
H -2.82962 -3.35975 3.58543
H -2.77162 1.36525 -0.08157
H -1.37862 1.08025 0.29543
C 2.32438 0.73925 -5.08457
C 1.83338 0.08125 -3.76057
C 2.63238 -1.09075 -3.28857
O 2.63638 -2.05875 -4.26357
C 1.50438 -2.97175 -4.44357
N 1.83738 1.13025 -2.67657
H 2.17438 0.22525 -6.02257
H 3.47938 1.21925 -5.08857
H 1.77238 1.57925 -5.34057
H 0.84238 -0.17575 -4.06257
H 2.14938 -1.57475 -2.36457
H 3.66438 -0.88475 -3.23357
H 1.50238 -3.61775 -3.56957
H 1.45538 -3.51875 -5.35357
H 0.32038 -2.52675 -4.39457
H 1.00438 1.73025 -2.82657
H 1.20038 0.69325 -1.91557
C -3.54162 -1.09675 -2.07157
C -2.23662 -1.67075 -2.00357
C -2.17462 -2.91175 -2.95857
O -3.23162 -3.73475 -2.69957
C -3.33462 -4.81075 -3.52257
N -1.17962 -0.70875 -2.45557
H -3.39562 -0.03075 -1.62857
H -4.40762 -1.73275 -1.53757
H -4.08962 -0.92775 -3.03657
H -1.92262 -1.99675 -0.81657
H -1.31662 -3.41775 -2.52357
H -2.14162 -2.49275 -4.04557
H -4.09662 -5.55775 -3.28657
H -2.42862 -5.38975 -3.40057
H -3.47362 -4.55075 -4.46357
H -0.85062 -0.15075 -1.72557
H -0.46962 -1.38975 -2.49457
```

- total charge = -1
- maximum force (eV/Å) = 7.87
- relative energy (zero: lowest compared OMol25 entry of this formula, charge and spin) (kJ/mol) = 142.7
- electronic energy (eV) = -41371.355
- highest occupied orbital energy (eV) = -5.3


3.
DFT (ωB97M-V/def2-TZVPD) results for 8 unconnected molecules or ions with the total composition C20H57BNO10PS8 in a non-equilibrium geometry.

XYZ file:
```
98
C20H57BNO10PS8 ωB97M-V/def2-TZVPD
C 7.02177 2.86879 2.29510
O 7.54642 4.11829 1.88852
C 6.92232 4.63227 0.72909
C 5.96739 5.81454 1.00971
C 5.44696 5.91381 2.44773
C 3.91200 6.07480 2.55108
C 3.18765 4.77383 2.96128
B 2.44743 3.96449 1.86562
O 1.68696 2.83962 2.28705
N 2.14650 1.66808 1.59723
O 3.02782 1.16051 2.15975
P 2.45181 4.33292 -0.03850
S 1.55238 6.01528 -0.45708
H 7.44018 2.07352 1.67791
H 5.93311 2.84886 2.22406
H 7.28428 2.69624 3.33426
H 6.39924 3.85691 0.16865
H 7.71417 4.98155 0.06957
H 6.48055 6.73569 0.75648
H 5.14214 5.75083 0.30722
H 5.73314 5.06403 3.05566
H 5.88855 6.78984 2.90828
H 3.50798 6.51241 1.64446
H 3.72567 6.79821 3.33937
H 3.88639 4.08427 3.43669
H 2.43715 4.99996 3.72189
H 1.79711 3.24915 -0.65390
H 3.77790 4.21825 -0.50948
C -1.61587 4.88603 -2.67542
S -1.61086 4.65885 -4.45831
O -0.18491 4.60301 -4.88932
C -2.20318 6.30215 -4.86459
H -1.22578 3.97771 -2.22120
H -0.97954 5.72907 -2.40737
H -2.63786 5.05404 -2.33551
H -1.52514 7.04968 -4.45172
H -3.20981 6.44162 -4.47144
H -2.22490 6.37734 -5.94905
C -0.30666 5.51028 -8.54744
S -1.45730 6.85784 -8.85221
O -2.81651 6.35522 -8.51133
C -1.31893 6.83185 -10.64453
H -0.27473 5.32465 -7.47354
H -0.65080 4.61561 -9.06624
H 0.68502 5.79863 -8.89598
H -1.59682 5.84595 -11.01657
H -0.29603 7.07592 -10.93043
H -1.99915 7.58117 -11.04323
C 0.80869 -0.47981 4.18495
S -0.63670 -1.54607 4.21385
O -0.81581 -1.99049 5.62743
C 0.11816 -2.91634 3.32554
H 0.56650 0.42926 4.73137
H 1.64651 -0.98683 4.66362
H 1.04999 -0.23527 3.15432
H 1.00239 -3.25992 3.86267
H 0.38216 -2.59456 2.31836
H -0.61307 -3.72099 3.26675
C -3.43884 -6.95367 6.46321
S -2.39362 -6.08396 5.28844
O -1.12601 -6.86394 5.16749
C -2.02527 -4.66343 6.31267
H -3.73804 -7.89825 6.01408
H -2.87707 -7.14027 7.37817
H -4.32240 -6.35108 6.67161
H -1.54959 -4.98759 7.23874
H -2.94343 -4.11628 6.52442
H -1.34842 -4.01980 5.75675
C 0.38678 -6.94811 2.61433
S 1.74358 -6.03753 1.87536
O 1.34404 -5.69243 0.48012
C 2.87741 -7.42839 1.77265
H -0.45363 -6.27064 2.72760
H 0.10771 -7.78024 1.96632
H 0.68244 -7.30908 3.59539
H 2.42727 -8.22002 1.17401
H 3.09853 -7.78653 2.77770
H 3.79248 -7.08169 1.29737
C -1.48428 -6.34896 -0.83058
S -2.45757 -4.84303 -0.81432
O -3.83876 -5.21680 -0.39450
C -2.49443 -4.62086 -2.59773
H -1.37545 -6.68475 0.19645
H -1.99999 -7.11020 -1.41772
H -0.49882 -6.14032 -1.24278
H -2.93895 -5.49970 -3.06505
H -1.47916 -4.46565 -2.96182
H -3.09994 -3.74259 -2.81318
C -8.07390 -3.00975 -1.24498
S -6.88439 -3.40862 -2.53281
O -7.54300 -3.13143 -3.83741
C -6.92203 -5.18583 -2.27676
H -8.22744 -1.93299 -1.25512
H -9.01572 -3.51918 -1.44863
H -7.67304 -3.31501 -0.27854
H -7.94123 -5.54983 -2.40924
H -6.55220 -5.41256 -1.27687
H -6.26764 -5.64157 -3.01603
```

- total charge = 0
- maximum force (eV/Å) = 1.24
- electronic energy (eV) = -140267.899
- highest occupied orbital energy (eV) = -8.6


4.
DFT (ωB97M-V/def2-TZVPD) results for 8 unconnected molecules or ions with the total composition C20H57ClN7O14 in a non-equilibrium geometry.

XYZ file:
```
99
C20H57ClN7O14 ωB97M-V/def2-TZVPD
Cl 0.23641 0.88427 1.96173
O 0.39376 -0.50690 2.34221
O -0.32228 1.66152 3.05321
O 1.53817 1.41783 1.66935
O -0.63971 0.94291 0.81382
C 4.50011 6.38061 8.81728
O 4.28532 5.31334 7.95640
C 4.56281 5.63063 6.62060
C 3.70151 6.70849 5.99654
N 2.27256 6.34146 5.82218
C 2.07743 5.14442 5.04231
C 0.73027 5.07173 4.39827
O 0.79858 5.73818 3.12031
C -0.37651 5.51268 2.38253
H 3.65869 7.07415 8.82827
H 5.42946 6.89022 8.51509
H 4.67121 5.98595 9.81599
H 4.53896 4.72265 6.02045
H 5.60513 6.00180 6.49734
H 4.10788 6.91879 4.97776
H 3.74935 7.67532 6.50719
H 1.76881 7.08807 5.36256
H 2.31693 4.20924 5.55524
H 2.81774 5.12382 4.20360
H -0.03141 5.61186 4.98245
H 0.45536 4.02158 4.26156
H -1.14506 6.20461 2.78776
H -0.84671 4.52885 2.49518
H -0.18116 5.73787 1.34365
C 4.66675 -3.39134 -2.12893
O 4.39329 -2.86622 -3.39535
C 3.77354 -3.81013 -4.25511
C 2.33188 -3.97128 -3.96054
N 1.48886 -3.29392 -4.94165
C 0.07722 -3.42885 -4.68727
C -0.73992 -2.67601 -5.68545
O -1.05242 -3.47316 -6.79105
C -1.64385 -2.86273 -7.87675
H 3.86196 -4.03552 -1.75446
H 4.82264 -2.59227 -1.41828
H 5.60191 -3.98195 -2.18176
H 4.33297 -4.75595 -4.16211
H 4.03747 -3.37809 -5.22007
H 2.19375 -3.47366 -2.96388
H 2.03591 -4.97847 -3.64978
H 1.78572 -2.32388 -4.89494
H -0.18695 -3.04730 -3.67889
H -0.23899 -4.47326 -4.65526
H -0.38789 -1.67928 -5.98467
H -1.70217 -2.44159 -5.17773
H -1.11402 -1.94426 -8.18744
H -2.69470 -2.55651 -7.71370
H -1.62726 -3.54984 -8.72092
C -2.39665 -0.87067 -1.19174
O -2.75643 -1.63625 -2.33266
C -3.60771 -2.71530 -1.95051
C -3.78353 -3.76160 -3.00901
N -4.44982 -3.12556 -4.13869
C -4.30872 -3.71052 -5.48078
C -5.04277 -5.02431 -5.55894
O -4.78151 -5.77044 -6.67243
C -5.05414 -5.05646 -7.84717
H -1.62142 -0.19091 -1.54510
H -1.92197 -1.49798 -0.42945
H -3.24749 -0.31592 -0.78929
H -4.59813 -2.24926 -1.75860
H -3.35165 -3.13367 -0.96376
H -4.43402 -4.49764 -2.51978
H -2.83280 -4.24858 -3.28473
H -4.14242 -2.16209 -4.15072
H -3.25824 -3.89931 -5.74939
H -4.80967 -2.97441 -6.11717
H -6.10082 -4.95718 -5.26335
H -4.62707 -5.62660 -4.73620
H -6.07752 -4.65919 -7.79167
H -5.06551 -5.77388 -8.66604
H -4.30546 -4.28667 -8.01205
C 3.33133 0.17163 5.36688
O 4.21830 0.10054 6.23565
N 3.54097 -0.08256 3.99673
N 2.00501 0.55310 5.63212
H 4.24746 -0.72477 3.71658
H 2.67451 -0.04409 3.48678
H 1.34886 0.76696 4.90722
H 1.82163 0.72752 6.60161
C -3.41464 -0.95690 3.79534
O -4.46288 -1.38272 4.23431
N -3.21062 -0.76904 2.42137
N -2.36125 -0.58982 4.64698
H -2.33800 -0.43200 2.06466
H -3.97089 -0.96370 1.80974
H -2.56133 -0.73708 5.61747
H -1.43707 -0.32672 4.36953
O 2.24736 4.23828 1.27325
H 1.80951 4.62336 2.07589
H 1.95679 3.30786 1.29296
O -0.97847 3.40088 -0.82742
H -1.79444 3.68231 -0.39811
H -0.78594 2.53085 -0.42514
```

- total charge = -1
- maximum force (eV/Å) = 2.90
- electronic energy (eV) = -73275.571
- highest occupied orbital energy (eV) = -6.9


5.
DFT (ωB97M-V/def2-TZVPD) results for 7 unconnected molecules or ions with the total composition C20H58N4O7 in a non-equilibrium geometry.

XYZ file:
```
89
C20H58N4O7 ωB97M-V/def2-TZVPD
C 1.09218 0.22224 5.33575
C 0.45599 1.55554 4.99401
C 1.30785 2.65883 5.55193
O 0.81512 3.95870 5.31288
C 1.89846 4.79073 5.00419
N 0.30614 1.69512 3.53029
H 1.09155 0.04604 6.42374
H 2.09960 0.29259 4.93012
H 0.57160 -0.57906 4.84292
H -0.53732 1.54628 5.47033
H 2.31296 2.56979 5.10187
H 1.51426 2.51366 6.63102
H 2.51630 4.80306 5.91561
H 1.58742 5.74396 4.70595
H 2.54021 4.44556 4.20648
H 0.10143 2.63183 3.15049
H 1.00323 1.31097 2.91238
C 3.45766 0.54947 -5.13456
C 2.76829 -0.70364 -4.69849
C 2.56074 -0.68583 -3.14590
O 1.83825 -1.84794 -2.75790
C 2.19742 -2.31618 -1.46079
N 1.51688 -0.81448 -5.39379
H 4.38269 0.74124 -4.66992
H 2.84572 1.43325 -4.92779
H 3.62210 0.57769 -6.19952
H 3.32013 -1.58414 -4.89759
H 2.02967 0.23355 -2.84780
H 3.54479 -0.74423 -2.68886
H 1.37146 -2.85052 -1.06710
H 2.45129 -1.45577 -0.85196
H 3.08934 -2.97823 -1.46974
H 0.98467 -1.60630 -5.10156
H 0.93570 -0.02764 -5.25031
C -0.09629 -6.13523 -5.66908
C 0.42724 -4.82732 -4.98783
C -0.37464 -4.51146 -3.71992
O -1.68963 -4.22444 -3.97117
C -2.73978 -4.86565 -3.26156
N 1.81131 -4.99582 -4.58928
H 0.34777 -6.97382 -5.13715
H 0.19099 -6.23393 -6.78867
H -1.20180 -6.20000 -5.59675
H 0.31040 -4.04210 -5.74855
H 0.20543 -3.70550 -3.27627
H -0.33740 -5.36698 -3.04068
H -3.13630 -5.65669 -3.88614
H -3.43032 -4.09115 -2.90711
H -2.34766 -5.39158 -2.37254
H 2.11274 -4.08962 -4.22372
H 2.42254 -5.37244 -5.29953
C -2.56542 6.31436 2.00396
C -2.23611 4.89566 2.03358
C -1.80391 4.47295 0.62442
O -2.84107 4.61528 -0.36052
C -2.65678 3.91895 -1.55389
N -1.14081 4.56181 2.90728
H -2.76046 6.62380 3.01989
H -3.45862 6.54050 1.45175
H -1.68842 6.95972 1.68452
H -3.07047 4.25845 2.33472
H -1.43927 3.42846 0.59721
H -0.98349 5.12572 0.37486
H -3.46589 4.25070 -2.18123
H -2.59317 2.84366 -1.47298
H -1.77275 4.19211 -2.07916
H -0.26268 5.00088 2.73045
H -1.32851 4.70976 3.91796
C 2.09918 -2.08808 2.15056
O 1.47735 -0.88699 1.81593
H 2.84080 -2.35784 1.35397
H 2.56898 -1.84787 3.07258
H 1.31263 -2.82077 2.15506
H 0.82226 -0.93815 1.13748
C -1.48146 -1.03415 -0.74374
O -0.83430 -0.94480 0.46333
H -2.17456 -0.23128 -0.84800
H -0.82471 -0.96767 -1.59751
H -2.08812 -1.94279 -0.88048
H -1.34896 -0.46431 1.17243
C -3.06281 -1.41375 2.87890
C -2.26306 -0.31065 3.40822
O -1.83522 0.56542 2.43389
H -2.59371 -1.93306 1.96378
H -3.93873 -0.93155 2.50352
H -3.32263 -2.19027 3.61937
H -1.40157 -0.63334 3.95531
H -2.94451 0.17835 4.13792
H -1.00743 1.03838 2.83428
```

- total charge = 0
- maximum force (eV/Å) = 3.02
- relative energy (zero: lowest compared OMol25 entry of this formula, charge and spin) (kJ/mol) = 17.2
- electronic energy (eV) = -41969.488
- highest occupied orbital energy (eV) = -8.9